C3H9NS | ωB97M-V/def2-TZVPD

Positions of all 14 atoms, in Å:
C 2.51369 0.26299 0.29790
C -0.35511 0.73035 0.09305
C -1.64359 0.27881 -0.56576
H 2.82503 1.12620 -0.37780
H 2.38849 0.58845 1.28196
H 3.30029 -0.49945 0.24538
H -0.44169 0.61720 1.17669
H 0.03284 1.62437 -0.31205
H -2.15732 1.13571 -0.83577
H -1.67994 -0.28410 -1.54859
H -2.93495 0.33698 0.96377
H -1.84904 -0.89327 1.15512
N -2.41425 -0.39381 0.47317
S 0.89538 -0.53927 -0.25075

Calculated values
- energy relative to the best compared isomer or geometry (same formula, charge and spin) (kJ/mol) = 103.0
- HOMO level (Eh) = -0.3114
- charge = 0
- structure (SMILES) = CSCCN
- electronic energy (Ha) = -572.60085